Entry 1:
74
Properties=species:S:1:pos:R:3:forces:R:3 method="wB97M-V/def2-TZVPD" total_charge=0 e_above_lowest_kcal_mol=55.7 smiles=CCN(CC)CC.C1CCOC1.C1CCOC1.C1CCOC1.C1CCOC1
C 0.5163 -9.8094 6.5869 -0.410 -0.195 -1.165
C 1.8787 -10.1467 7.0998 0.763 -0.150 1.098
N 1.8471 -11.1531 8.1783 0.033 1.062 0.299
C 1.4580 -12.4953 7.6810 0.903 0.698 1.401
C 1.8134 -13.6379 8.6142 0.013 -0.449 0.980
C 1.0922 -10.5690 9.3090 1.101 -1.131 0.507
C 1.5171 -11.1747 10.6247 -0.644 -0.972 0.605
H -0.1560 -9.5136 7.3922 0.131 -0.023 -0.011
H 0.0890 -10.6747 6.0802 -0.272 0.118 -0.145
H 0.5663 -8.9695 5.8940 -0.087 -0.060 -0.173
H 2.6739 -10.4839 6.4349 -0.564 -0.001 -0.807
H 2.2615 -9.2002 7.4815 0.360 -0.122 0.521
H 0.3782 -12.5978 7.5729 -0.165 0.217 -1.066
H 2.1181 -12.6689 6.8312 -0.807 0.304 -0.628
H 2.0346 -14.5379 8.0406 -0.052 -0.030 -0.020
H 2.6555 -13.4458 9.2791 0.210 0.188 -0.300
H 0.9878 -13.8758 9.2850 -0.097 -0.102 -0.023
H 0.0200 -10.6581 9.1340 -0.230 0.350 0.302
H 1.4372 -9.5741 9.5903 -0.428 0.672 -1.599
H 2.6044 -11.1568 10.6990 -0.041 -0.296 -0.071
H 1.0984 -12.1743 10.7411 0.429 -0.147 0.263
H 1.1387 -10.5800 11.4562 -0.145 0.068 0.030
C -7.4885 -21.7723 2.3254 0.176 -1.844 1.570
C -6.2345 -21.8777 1.5138 1.092 1.790 -1.458
C -6.4207 -20.6130 0.6028 -0.805 -0.943 -0.283
O -7.4678 -19.8872 1.1953 -0.862 1.836 0.495
C -7.7665 -20.3050 2.5561 0.918 0.035 -2.236
H -7.2919 -22.4108 3.1867 -0.638 0.155 0.473
H -8.2239 -22.2710 1.6941 -0.638 0.402 0.393
H -6.1920 -22.7936 0.9245 0.036 0.050 0.098
H -5.2932 -21.7624 2.0513 -0.143 -0.189 0.378
H -6.8622 -20.9016 -0.3510 0.444 -0.192 -0.354
H -5.5715 -19.9606 0.3993 0.319 -0.222 0.342
H -8.7810 -19.9576 2.7513 0.007 -0.462 0.071
H -7.0756 -19.7603 3.1996 0.096 -0.417 0.510
C 1.5082 -19.1378 2.5656 0.755 1.216 0.226
C 1.2826 -20.4816 3.2017 -1.295 -0.574 0.855
C 1.6434 -21.5310 2.1608 -0.220 0.707 -0.651
O 1.4812 -20.7902 0.9320 -0.516 -1.496 -0.481
C 1.7433 -19.4076 1.0965 0.669 -1.344 0.843
H 2.4077 -18.6968 2.9953 -0.053 0.294 -0.002
H 0.6993 -18.4163 2.6808 -0.090 -0.227 0.367
H 0.2089 -20.5411 3.3793 -0.058 -0.328 0.224
H 1.7723 -20.5710 4.1714 0.097 -0.173 -0.130
H 0.9984 -22.4070 2.0915 -0.508 0.316 0.130
H 2.6139 -22.0064 2.3031 0.663 0.619 -0.237
H 1.0624 -18.8341 0.4676 0.573 -0.071 -0.351
H 2.8211 -19.3612 0.9407 -0.017 1.063 -0.793
C 6.7552 -18.7294 -4.5051 1.825 0.327 0.781
C 7.8912 -18.6225 -5.5471 -0.477 -0.038 -0.684
C 8.1036 -20.0802 -5.9314 -0.420 1.188 0.065
O 6.8380 -20.6478 -5.8548 -1.390 -1.580 0.874
C 5.9661 -19.9814 -4.8872 0.701 1.535 -1.775
H 6.1983 -17.8055 -4.3488 -0.195 -0.179 -0.276
H 7.3509 -18.8694 -3.6031 -0.566 -0.320 0.618
H 8.8762 -18.2637 -5.2486 -0.376 0.627 0.479
H 7.5248 -18.0415 -6.3935 0.249 -0.029 -0.239
H 8.7970 -20.5240 -5.2171 0.277 -0.354 -0.160
H 8.4260 -20.1283 -6.9715 0.321 -0.459 0.158
H 5.5815 -20.5052 -4.0122 0.505 -0.698 -0.263
H 5.1404 -19.6921 -5.5373 -0.456 -0.021 0.423
C 6.1888 -10.9937 -0.4032 0.638 0.823 -0.102
C 6.0409 -12.4542 -0.2806 -1.153 -2.001 -1.702
C 6.1664 -12.7698 1.1812 1.572 0.152 0.501
O 6.7348 -11.5541 1.7504 0.487 0.648 -0.222
C 7.2315 -10.6975 0.6474 -1.686 -0.369 0.455
H 5.2399 -10.5671 -0.0782 0.103 0.476 -0.140
H 6.4985 -10.5905 -1.3674 -0.289 -0.246 -0.187
H 6.7604 -13.0270 -0.8657 0.361 0.196 0.047
H 5.0868 -12.7579 -0.7113 -0.211 -0.175 0.171
H 6.8732 -13.5838 1.3423 0.492 0.003 -0.167
H 5.3115 -13.1864 1.7138 -0.569 1.104 0.049
H 8.2553 -10.8959 0.3302 0.044 -0.485 0.179
H 7.1412 -9.6248 0.8184 0.210 -0.129 1.116

=====

Entry 2:
87
Properties=species:S:1:pos:R:3:forces:R:3 method="wB97M-V/def2-TZVPD" total_charge=+1
C 9.5519 1.4408 2.9298 -0.656 0.157 0.081
C 8.7277 2.6835 2.2403 4.413 1.608 -7.459
O 9.2134 3.1313 1.0507 -3.777 -2.643 8.481
O 7.5202 3.3209 2.7888 -1.915 -3.778 -1.254
C 6.3729 2.5207 2.3161 1.316 -1.364 -5.536
O 6.3967 1.9617 1.0925 0.157 3.721 9.541
C 5.0784 2.4040 3.3177 1.593 0.676 0.564
S 3.6853 1.3100 2.6616 0.996 -0.850 0.364
Br 4.5832 -0.7819 2.7569 -0.646 1.799 -0.447
H 9.4369 0.5034 2.2180 0.046 2.075 1.419
H 9.1699 1.1882 4.0070 0.657 0.576 -2.121
H 10.6880 1.7217 2.9281 -2.344 -0.306 -0.020
H 4.6166 3.4395 3.6286 0.833 -1.944 -0.952
H 5.4322 1.8866 4.3335 -0.557 0.811 -2.097
H 3.4417 1.5266 1.2946 1.042 -0.182 0.800
C 5.3977 1.2743 -1.2150 -0.432 -0.203 -0.048
C 4.6981 0.0278 -1.6810 -0.111 -0.277 -1.209
O 4.2184 -0.7843 -0.8925 -0.203 0.119 0.541
N 4.6040 -0.1891 -3.0245 0.010 -0.035 1.487
C 5.1004 0.6415 -4.0950 -0.175 -0.230 -0.316
H 5.3951 1.3119 -0.1218 -0.372 -0.448 -1.219
H 6.4357 1.2691 -1.5582 -0.110 0.230 0.045
H 4.8755 2.1576 -1.5924 0.216 0.043 -0.160
H 4.1194 -1.0493 -3.2624 0.048 0.269 -0.249
H 4.2522 0.9291 -4.7209 0.240 0.063 -0.123
H 5.8007 0.0473 -4.6870 -0.012 0.282 -0.135
H 5.6028 1.5378 -3.7299 -0.081 -0.206 0.063
C 0.7539 0.1907 -6.1204 0.037 0.021 -0.268
C 1.4608 -0.4972 -4.9857 0.405 -0.392 0.501
O 2.5237 -1.0940 -5.1455 -0.174 0.202 0.043
N 0.8875 -0.4450 -3.7489 0.678 -0.033 -0.768
C -0.3451 0.2014 -3.3681 -0.024 -0.373 0.439
H 1.3279 0.0645 -7.0430 -0.043 -0.057 0.320
H -0.2354 -0.2515 -6.2655 0.012 0.221 0.020
H 0.6669 1.2603 -5.9111 -0.193 -0.095 -0.054
H 1.4215 -0.9311 -3.0348 -0.228 0.122 -0.215
H -0.1147 0.9421 -2.5986 -0.284 0.145 -0.018
H -1.0101 -0.5583 -2.9503 -0.192 0.378 -0.044
H -0.8369 0.6919 -4.2087 0.171 -0.127 0.106
C -4.8935 0.6930 -1.9214 -0.111 0.056 -0.128
C -3.5845 0.1659 -1.4028 0.232 -0.162 -0.113
O -3.0075 -0.7821 -1.9319 -0.170 0.090 0.303
N -3.0378 0.7730 -0.3103 -0.009 -0.466 -0.584
C -3.5611 1.8887 0.4404 0.345 -0.064 0.276
H -5.2055 0.1116 -2.7938 0.182 0.046 0.269
H -5.6636 0.6006 -1.1509 0.006 0.056 -0.118
H -4.7805 1.7374 -2.2246 -0.094 -0.013 0.092
H -2.1555 0.3629 -0.0188 -0.343 0.133 -0.079
H -2.8225 2.6933 0.4093 -0.229 0.191 0.129
H -3.6990 1.5651 1.4749 -0.172 0.287 0.016
H -4.5100 2.2511 0.0437 0.201 -0.176 0.016
C -7.6845 -3.5604 -0.4855 -0.104 -0.104 0.013
C -6.6203 -2.4985 -0.4913 0.306 0.486 0.048
O -6.8804 -1.3134 -0.2928 0.051 -0.237 0.004
N -5.3329 -2.8839 -0.7260 -0.789 0.431 0.283
C -4.8364 -4.2151 -0.9779 0.387 0.246 -0.073
H -8.6587 -3.1050 -0.2854 0.381 0.064 -0.070
H -7.7263 -4.0511 -1.4616 -0.100 -0.058 0.181
H -7.4769 -4.2914 0.3005 -0.006 -0.072 -0.141
H -4.6715 -2.1132 -0.7145 -0.091 -0.352 -0.165
H -4.1002 -4.4529 -0.2063 -0.002 -0.295 -0.133
H -4.3477 -4.2144 -1.9551 0.017 -0.298 0.066
H -5.6278 -4.9652 -0.9682 0.077 0.232 0.012
C -11.3465 -2.4409 -4.0748 0.015 0.064 -0.254
C -10.6396 -3.1288 -2.9401 0.758 -0.502 0.269
O -9.5767 -3.7256 -3.1000 -0.523 0.276 -0.016
N -11.2129 -3.0766 -1.7034 0.424 -0.140 -0.569
C -12.4455 -2.4302 -1.3226 0.117 -0.168 0.443
H -10.7725 -2.5671 -4.9974 -0.041 -0.057 0.332
H -12.3358 -2.8831 -4.2200 0.002 0.215 0.011
H -11.4335 -1.3714 -3.8656 -0.184 -0.095 -0.058
H -10.6789 -3.5627 -0.9892 -0.260 0.166 -0.267
H -12.2151 -1.6896 -0.5530 -0.317 0.087 -0.048
H -13.1105 -3.1899 -0.9047 -0.224 0.251 -0.010
H -12.9373 -1.9397 -2.1631 0.180 -0.133 0.108
C 8.8407 1.8687 7.5394 0.181 -0.078 -0.128
C 7.4915 1.8672 6.8760 -0.575 0.142 0.191
O 7.3392 1.5133 5.7085 -0.231 0.014 -0.329
N 6.4167 2.2750 7.6105 0.710 -0.361 -0.880
C 6.3968 2.7223 8.9822 -0.497 0.107 0.108
H 9.5994 1.5199 6.8328 -0.286 0.071 0.099
H 9.1005 2.8834 7.8526 0.006 -0.163 0.138
H 8.8334 1.1939 8.3996 0.070 0.203 0.014
H 5.5413 2.2469 7.0963 0.290 0.009 0.309
H 5.7313 2.0621 9.5435 0.146 0.176 0.224
H 5.9964 3.7388 9.0006 0.110 -0.044 0.302
H 7.3869 2.7137 9.4391 -0.175 -0.036 -0.197

=====

Entry 3:
77
Properties=species:S:1:pos:R:3:forces:R:3 method="wB97M-V/def2-TZVPD" total_charge=+1 e_above_lowest_kcal_mol=8.2
C 4.9723 -2.9827 -2.6874 -0.564 -0.415 -0.684
C 6.0089 -2.0510 -3.4489 0.197 -1.494 0.228
N 6.4887 -0.8709 -2.6977 -0.578 0.025 -0.324
C 5.4207 0.0680 -2.3077 0.044 1.185 0.199
C 4.5008 0.5553 -3.5269 -0.708 -1.005 1.045
C 3.1481 -0.2535 -3.4002 1.651 0.297 -2.468
C 2.6536 -1.1960 -4.3673 -0.043 2.720 4.385
N 1.4571 -1.6330 -3.7095 1.197 0.739 -0.034
C 1.2781 -1.0180 -2.5117 -0.769 0.055 0.903
C 0.0965 -1.3086 -1.5417 1.279 -0.466 -0.111
N 2.3113 -0.1279 -2.2546 -0.784 -2.864 -3.851
C 7.3212 -1.2226 -1.5522 1.862 0.469 1.385
C 8.7864 -0.6037 -1.5111 -0.815 0.075 -0.767
O 6.9862 -1.9073 -0.6102 -0.538 0.399 -1.335
H 4.3732 -2.4624 -1.8907 0.697 -0.419 -0.755
H 4.2348 -3.3699 -3.4587 0.737 0.349 0.908
H 5.4459 -3.8936 -2.2338 -0.297 1.078 -0.294
H 5.6026 -1.7770 -4.4691 0.471 0.097 1.287
H 6.9145 -2.6969 -3.6683 -0.932 0.853 0.175
H 4.7861 -0.3694 -1.4841 0.385 0.385 -0.705
H 5.8728 1.0146 -1.8770 -0.164 -1.237 -0.397
H 4.9931 0.3621 -4.5199 -0.607 0.159 1.065
H 4.3173 1.6628 -3.4280 0.069 -1.182 -0.129
H 3.1138 -1.5052 -5.3278 -0.848 0.106 0.994
H 0.8617 -2.3506 -4.1270 -0.049 0.437 0.674
H -0.6826 -0.5038 -1.5409 0.608 -0.838 -0.087
H -0.3064 -2.3250 -1.8070 0.074 1.211 0.227
H 0.5485 -1.4170 -0.5092 -0.622 0.257 -1.062
H 2.4538 0.4774 -1.4443 -0.216 -0.436 -0.423
H 8.8844 0.1016 -0.6325 -0.168 -0.924 -0.938
H 9.5177 -1.4506 -1.4070 -0.727 0.876 -0.002
H 8.9668 -0.0485 -2.4703 0.015 -0.505 1.007
C -4.6265 -2.4966 -0.2300 -0.033 0.031 -0.154
C -3.8021 -1.3822 0.3910 -0.142 -0.102 0.048
O -3.2795 -0.4627 -0.5589 0.454 -0.005 -0.112
C -4.2333 0.2383 -1.3496 -0.248 0.091 0.018
C -5.1985 1.0797 -0.5339 0.082 -0.074 0.087
H -4.0317 -3.0500 -0.9625 -0.025 0.002 0.090
H -4.9698 -3.1902 0.5401 0.053 0.038 -0.034
H -5.5059 -2.1127 -0.7489 -0.035 -0.016 0.091
H -2.9418 -1.8227 0.9004 0.082 0.155 -0.100
H -4.3746 -0.8506 1.1569 -0.063 -0.006 -0.039
H -4.7718 -0.4604 -1.9986 -0.044 -0.016 0.044
H -3.6634 0.8958 -2.0113 0.144 -0.123 0.100
H -5.8012 0.4714 0.1420 -0.061 0.042 -0.076
H -5.8792 1.6218 -1.1922 0.039 -0.001 0.052
H -4.6537 1.8027 0.0767 -0.068 -0.005 -0.050
C -5.3224 4.4253 2.9948 -0.040 -0.098 0.102
C -5.9206 4.4456 1.5982 -0.010 0.044 0.122
O -6.7539 3.3312 1.3201 0.083 -0.174 -0.191
C -7.8892 3.1681 2.1585 -0.085 0.091 0.076
C -8.8476 4.3459 2.1211 0.049 0.123 -0.058
H -4.7459 3.5089 3.1502 -0.008 0.080 -0.039
H -4.6635 5.2842 3.1391 -0.024 -0.050 -0.032
H -6.0908 4.4611 3.7683 0.020 0.093 -0.011
H -5.1093 4.4146 0.8672 -0.134 -0.141 -0.075
H -6.4630 5.3790 1.4172 -0.006 0.028 0.072
H -7.5731 2.9507 3.1843 -0.018 0.073 0.030
H -8.4110 2.2768 1.8022 0.193 0.019 -0.108
H -8.3793 5.2660 2.4751 -0.045 -0.042 0.084
H -9.7159 4.1481 2.7523 0.038 -0.014 -0.034
H -9.1911 4.5259 1.0998 -0.008 -0.049 0.053
C 0.5790 -0.0656 3.6762 0.074 0.032 -0.157
C 0.9714 -1.4084 4.2694 -0.015 0.122 0.053
O 1.6355 -2.2647 3.3509 -0.093 -0.174 -0.203
C 2.8528 -1.7815 2.8068 0.052 -0.016 0.121
C 3.9155 -1.4920 3.8524 -0.015 0.062 0.112
H -0.0633 -0.2071 2.8017 -0.025 -0.004 0.102
H 0.0417 0.5337 4.4137 0.008 -0.056 -0.047
H 1.4496 0.5072 3.3516 0.003 0.046 0.109
H 0.0668 -1.9334 4.5815 0.123 -0.143 -0.115
H 1.5778 -1.2769 5.1708 0.024 0.075 -0.020
H 2.6630 -0.8989 2.1828 0.040 0.116 0.049
H 3.2231 -2.5597 2.1345 -0.188 -0.071 0.078
H 3.6019 -0.7133 4.5497 0.044 0.043 -0.075
H 4.8388 -1.1603 3.3732 -0.032 -0.042 0.007
H 4.1279 -2.3889 4.4380 0.000 0.024 -0.081

=====

no.,HOMO level (eV),gap between HOMO and LUMO (eV)
1,-8.2757,8.87
2,-10.3784,4.30
3,-11.1297,8.42